No. 1
{"formula": "C27H34IrNO7P2", "method": "ωB97M-V with the def2-TZVPD basis set", "species": ["Ir", "O", "C", "O", "C", "C", "C", "C", "C", "C", "P", "C", "C", "C", "C", "C", "C", "C", "C", "C", "C", "C", "C", "H", "H", "H", "H", "H", "H", "H", "H", "H", "H", "H", "H", "H", "H", "C", "C", "O", "P", "O", "C", "C", "O", "C", "C", "H", "H", "H", "H", "H", "H", "H", "H", "H", "H", "H", "H", "H", "H", "H", "N", "C", "C", "O", "O", "H", "H", "H", "H", "H"], "xyz": [[0.4059, 0.2656, -0.7070], [3.8644, -1.2393, -1.4712], [3.0779, -1.2686, -0.5715], [1.8428, -1.4612, -0.5030], [3.6872, -0.9796, 0.8634], [5.0134, -1.2864, 1.0722], [5.5656, -1.0290, 2.3239], [4.7941, -0.4465, 3.3130], [3.4664, -0.1347, 3.0856], [2.8837, -0.4118, 1.8444], [1.0945, -0.1831, 1.6352], [0.5234, 1.0921, 2.8038], [-0.5460, 0.8945, 3.6750], [-0.9726, 1.9464, 4.4719], [-0.3991, 3.2055, 4.3399], [0.6637, 3.4051, 3.4689], [1.1148, 2.3566, 2.6887], [0.3941, -1.7870, 2.1021], [1.1737, -2.8361, 2.5907], [0.5867, -4.0682, 2.8248], [-0.7677, -4.2616, 2.5773], [-1.5434, -3.2192, 2.0796], [-0.9682, -1.9860, 1.8487], [5.6095, -1.7230, 0.2852], [6.6050, -1.2741, 2.4912], [5.2341, -0.2364, 4.2780], [2.8592, 0.3022, 3.8658], [-1.0085, -0.0769, 3.7679], [-1.7551, 1.7840, 5.1988], [-0.7879, 4.0363, 4.9095], [1.1112, 4.3833, 3.3780], [1.9233, 2.5026, 1.9857], [2.2279, -2.6982, 2.7829], [1.1935, -4.8839, 3.1881], [-1.2171, -5.2227, 2.7765], [-2.5879, -3.3814, 1.8698], [-1.5584, -1.1629, 1.4670], [-4.6638, 0.3637, -1.0638], [-3.5457, -0.3316, -0.3123], [-2.6725, -1.0434, -1.1855], [-1.4414, -0.4515, -2.0244], [-1.9521, 0.7523, -2.9106], [-2.5237, 0.7625, -4.2368], [-3.2673, 2.0700, -4.4101], [-1.1967, -1.6405, -3.0246], [-1.4915, -3.0320, -2.7832], [-2.8963, -3.3806, -3.2335], [-5.3890, 0.7435, -0.3482], [-5.1666, -0.3365, -1.7291], [-4.2785, 1.1994, -1.6460], [-3.9580, -1.1018, 0.3466], [-2.9703, 0.3886, 0.2835], [-3.1819, -0.1009, -4.3673], [-1.7067, 0.6801, -4.9617], [-4.2300, 2.0496, -3.8997], [-3.4461, 2.2630, -5.4649], [-2.6879, 2.8924, -3.9930], [-1.3658, -3.2593, -1.7226], [-0.7439, -3.5858, -3.3560], [-3.6481, -2.8772, -2.6270], [-3.0455, -4.4548, -3.1463], [-3.0399, -3.0952, -4.2729], [1.9439, 4.3990, -2.9828], [2.7917, 3.6037, -2.0638], [1.9092, 2.4768, -1.4995], [2.3633, 1.6662, -0.6794], [0.7243, 2.4382, -1.9109], [2.2465, 4.3289, -3.9611], [1.9119, 5.3950, -2.7346], [0.9951, 3.9452, -2.8669], [3.1769, 4.2087, -1.2416], [3.6430, 3.1505, -2.5742]], "e_homo_ha": [-0.628, -0.627], "energy_ev": -65762.429, "total_charge": 3, "lumo_energy_ha": [-0.405, -0.465], "homo_lumo_gap_ev": [6.07, 4.40], "spin_multiplicity": 2, "fmax_ev_per_a": 3.6}



No. 2
{"formula": "C19H36O15", "method": "ωB97M-V with the def2-TZVPD basis set", "species": ["C", "C", "C", "O", "C", "O", "O", "H", "H", "H", "H", "H", "H", "C", "C", "C", "O", "C", "O", "O", "H", "H", "H", "H", "H", "H", "C", "C", "C", "O", "C", "O", "O", "H", "H", "H", "H", "H", "H", "C", "C", "C", "O", "C", "O", "O", "H", "H", "H", "H", "H", "H", "C", "O", "H", "H", "H", "H", "C", "O", "H", "H", "H", "H", "C", "O", "H", "H", "H", "H"], "xyz": [[0.7391, -5.3288, 0.8102], [2.0430, -4.6900, 1.2748], [1.7673, -3.2369, 1.7574], [2.4276, -3.1830, 3.0217], [2.8527, -4.4034, 3.3809], [3.4341, -4.6586, 4.3893], [2.4893, -5.3180, 2.4603], [0.9200, -6.3011, 0.3423], [0.2097, -4.7539, 0.0478], [0.0605, -5.4723, 1.6502], [2.8126, -4.7840, 0.5094], [0.7447, -2.8757, 1.8253], [2.2633, -2.6120, 1.0086], [0.4280, 2.4373, -6.2903], [0.7840, 2.0900, -4.8652], [-0.4273, 1.9627, -3.9112], [-0.2102, 0.7343, -3.2517], [0.8520, 0.0820, -3.7787], [1.2192, -0.9830, -3.4313], [1.3879, 0.7938, -4.7909], [-0.2293, 3.3074, -6.2504], [-0.1414, 1.6287, -6.7525], [1.3292, 2.5779, -6.8817], [1.4952, 2.8029, -4.4456], [-1.3772, 1.9793, -4.4443], [-0.3845, 2.8238, -3.2444], [-1.5928, 2.8606, -0.2522], [-2.9315, 2.3944, -0.7933], [-3.0815, 0.8735, -0.8715], [-4.3040, 0.6202, -0.1439], [-4.7687, 1.7728, 0.3829], [-5.7502, 1.8587, 1.0478], [-3.9654, 2.7959, 0.0883], [-1.5113, 3.9483, -0.2068], [-0.7596, 2.5265, -0.8754], [-1.4109, 2.5018, 0.7629], [-3.0517, 2.8607, -1.7745], [-2.3131, 0.3248, -0.3289], [-3.1588, 0.5233, -1.8983], [1.5160, 4.4022, 3.8351], [2.3824, 3.2219, 3.4815], [1.6445, 2.0543, 2.7960], [2.5771, 1.6380, 1.7812], [3.6349, 2.4722, 1.7440], [4.6092, 2.3227, 1.0765], [3.4081, 3.5140, 2.5594], [0.8876, 4.7399, 3.0067], [2.0445, 5.2708, 4.2235], [0.8203, 4.0945, 4.6209], [2.8521, 2.8737, 4.4103], [0.7333, 2.3500, 2.2740], [1.4571, 1.2255, 3.4743], [0.3909, -0.2539, 0.1681], [-0.6791, -1.1844, 0.2442], [0.3262, 0.5317, 0.9125], [1.3527, -0.7421, 0.3586], [0.4700, 0.1163, -0.8561], [-0.6739, -1.7710, -0.5390], [-1.7970, -2.4071, -2.7786], [-1.5252, -3.0492, -1.5398], [-1.1126, -2.7391, -3.5655], [-2.8239, -2.5505, -3.1243], [-1.6162, -1.3361, -2.6926], [-1.6236, -3.9939, -1.6910], [-1.3042, -2.0076, 3.7568], [-1.9506, -1.2652, 2.7501], [-1.4491, -3.0863, 3.6133], [-0.2158, -1.8767, 3.8177], [-1.7394, -1.7010, 4.7051], [-1.4860, -1.3446, 1.9000]], "e_homo_ha": -0.362, "smiles": "C[C@H]1COC(=O)O1.C[C@H]1COC(=O)O1.C[C@H]1COC(=O)O1.C[C@H]1COC(=O)O1.CO.CO.CO", "energy_ev": -50999.062, "lumo_energy_ha": 0.001, "homo_lumo_gap_ev": 9.90, "fmax_ev_per_a": 2.2}



No. 3
{"formula": "C13H22FO9S3SeSiYb", "method": "ωB97M-V with the def2-TZVPD basis set", "species": ["Yb", "O", "S", "O", "O", "C", "C", "C", "C", "C", "C", "S", "O", "O", "O", "H", "H", "H", "H", "O", "S", "C", "C", "C", "C", "H", "H", "H", "H", "H", "H", "H", "H", "O", "O", "F", "C", "Si", "C", "C", "Se", "H", "H", "H", "H", "H", "H", "H", "H", "H", "H"], "xyz": [[0.0000, 0.0000, 0.0000], [-1.3163, -1.1441, 3.3169], [-1.0347, 0.2862, 3.2528], [-0.3481, 0.7820, 4.4559], [-0.4698, 0.8214, 2.0265], [-2.6714, 1.0434, 3.3913], [-3.0011, 1.6237, 4.6362], [-4.2374, 2.2370, 4.8474], [-5.1666, 2.2797, 3.8166], [-4.8529, 1.7089, 2.5816], [-3.6054, 1.0863, 2.3551], [-3.3281, 0.3915, 0.7083], [-4.4318, 0.9694, -0.0744], [-3.4799, -1.0447, 0.9163], [-2.0288, 0.8932, 0.2969], [-2.2808, 1.5894, 5.4503], [-4.4639, 2.6737, 5.8140], [-6.1327, 2.7504, 3.9625], [-5.5882, 1.7413, 1.7810], [-1.5436, -0.2547, -1.4696], [-2.5579, -1.3580, -1.5519], [-1.6680, -2.8645, -2.0965], [-2.3169, -3.3281, -3.3881], [-2.6591, -2.0615, -4.1519], [-3.4100, -1.1909, -3.1623], [-1.7238, -3.6203, -1.3092], [-0.6200, -2.5931, -2.2592], [-3.2310, -3.8949, -3.1718], [-1.6484, -3.9804, -3.9582], [-3.2650, -2.2721, -5.0382], [-1.7411, -1.5608, -4.4834], [-4.4344, -1.5505, -3.0224], [-3.4374, -0.1401, -3.4616], [0.8301, 1.8221, -0.7747], [1.4179, 1.8253, -1.9140], [0.5107, -0.7952, -1.8917], [4.7252, -2.3531, -2.6693], [4.5170, -2.0435, -0.8404], [5.8489, -0.8760, -0.2511], [4.6521, -3.6594, 0.0840], [2.4699, -1.1168, -0.4552], [5.7213, -2.8040, -2.8565], [4.6446, -1.3925, -3.2180], [3.9332, -3.0467, -3.0189], [6.8450, -1.3270, -0.4386], [5.7244, -0.6922, 0.8357], [5.7679, 0.0842, -0.8007], [5.6481, -4.1102, -0.1035], [3.8601, -4.3525, -0.2665], [4.5279, -3.4746, 1.1707], [1.4260, 0.2353, 1.3575]], "e_homo_ha": [-0.029, -0.024], "energy_ev": -172238.268, "total_charge": -2, "lumo_energy_ha": [0.157, 0.159], "homo_lumo_gap_ev": [5.07, 4.95], "spin_multiplicity": 2, "fmax_ev_per_a": 4.2}